# 1
{"formula": "C20H22N4O2S", "method": "wB97M-V/def2-TZVPD", "elements": ["C", "C", "C", "N", "C", "S", "C", "C", "O", "N", "C", "C", "C", "C", "C", "C", "C", "C", "C", "N", "N", "C", "C", "C", "C", "C", "O", "H", "H", "H", "H", "H", "H", "H", "H", "H", "H", "H", "H", "H", "H", "H", "H", "H", "H", "H", "H", "H", "H"], "coordinates": [[-5.291, -2.417, 1.162], [-4.256, -1.826, 0.217], [-3.129, -1.147, 0.998], [-2.128, -0.613, 0.117], [-1.020, -1.265, -0.333], [-0.611, -2.884, 0.130], [1.123, -2.831, -0.416], [1.824, -1.751, 0.408], [1.719, -1.782, 1.618], [2.543, -0.816, -0.262], [2.760, -0.905, -1.704], [3.785, 0.105, -2.206], [4.952, 0.170, -1.224], [4.381, 0.729, 0.043], [4.987, 1.752, 0.750], [4.371, 2.309, 1.857], [3.116, 1.864, 2.234], [2.493, 0.847, 1.534], [3.130, 0.255, 0.449], [-0.324, -0.502, -1.140], [-0.963, 0.667, -1.240], [-2.047, 0.612, -0.501], [-2.982, 1.691, -0.388], [-2.906, 2.951, -0.927], [-4.086, 3.616, -0.532], [-4.792, 2.722, 0.213], [-4.136, 1.554, 0.308], [-5.731, -1.639, 1.781], [-4.833, -3.158, 1.812], [-6.086, -2.898, 0.599], [-3.828, -2.615, -0.406], [-4.728, -1.092, -0.439], [-2.638, -1.876, 1.650], [-3.530, -0.333, 1.605], [1.536, -3.808, -0.162], [1.114, -2.678, -1.489], [1.801, -0.734, -2.205], [3.125, -1.912, -1.937], [4.114, -0.196, -3.201], [3.330, 1.094, -2.280], [5.754, 0.806, -1.599], [5.357, -0.833, -1.062], [5.954, 2.113, 0.428], [4.859, 3.098, 2.409], [2.614, 2.312, 3.078], [1.515, 0.512, 1.832], [-2.101, 3.326, -1.522], [-4.370, 4.620, -0.769], [-5.739, 2.789, 0.712]], "forces_ev_per_angstrom": [[0.1, 0.1, -0.2], [0.0, 0.0, 0.2], [-0.6, -0.3, 0.1], [0.7, 0.4, -0.5], [0.0, 0.0, -0.1], [0.0, -0.5, 0.0], [-0.5, 0.2, 0.1], [0.1, -0.3, 0.1], [0.0, -0.1, 0.1], [0.3, 0.1, 0.0], [-0.1, 0.0, -0.6], [0.1, -0.2, 0.1], [-0.1, 0.1, -0.1], [0.0, -0.1, 0.0], [0.0, 0.0, 0.1], [0.1, 0.1, 0.0], [0.0, 0.0, 0.0], [-0.1, 0.0, 0.0], [0.3, 0.3, 0.4], [0.2, -0.9, 0.2], [-0.7, 1.1, 0.0], [0.3, -0.7, 0.0], [0.1, 1.3, -0.5], [0.1, -0.9, 0.3], [-0.5, -0.3, 0.4], [-0.1, 0.9, -0.3], [0.1, -0.5, 0.1], [-0.1, 0.0, 0.1], [0.0, -0.1, 0.1], [-0.1, -0.1, 0.0], [0.0, 0.0, -0.1], [0.1, 0.0, -0.1], [0.0, 0.1, 0.0], [0.1, -0.2, 0.0], [0.0, 0.1, 0.0], [0.1, 0.0, 0.0], [0.1, -0.1, 0.0], [0.0, 0.1, 0.0], [-0.1, 0.0, 0.0], [0.0, 0.0, -0.1], [0.0, 0.0, 0.1], [0.0, 0.0, 0.0], [0.1, 0.0, -0.1], [0.0, 0.1, 0.0], [0.0, 0.0, 0.1], [0.0, 0.0, 0.0], [0.2, 0.0, -0.1], [-0.1, 0.2, 0.0], [-0.1, -0.1, 0.1]], "homo_energy_ev": -7.86, "smiles": "CCCn1c(SCC(=O)N2CCCc3ccccc32)nnc1-c1ccco1", "charge": 0, "lumo_ev": 0.667, "gap_ev": 8.523, "e_above_lowest_kj_mol": 83.5}

# 2
{"formula": "C14H56O14", "method": "wB97M-V/def2-TZVPD", "elements": ["C", "O", "H", "H", "H", "H", "C", "O", "H", "H", "H", "H", "C", "O", "H", "H", "H", "H", "C", "O", "H", "H", "H", "H", "C", "O", "H", "H", "H", "H", "C", "O", "H", "H", "H", "H", "C", "O", "H", "H", "H", "H", "C", "O", "H", "H", "H", "H", "C", "O", "H", "H", "H", "H", "C", "O", "H", "H", "H", "H", "C", "O", "H", "H", "H", "H", "C", "O", "H", "H", "H", "H", "C", "O", "H", "H", "H", "H", "C", "O", "H", "H", "H", "H"], "coordinates": [[2.817, -2.259, -3.007], [4.091, -2.854, -2.961], [2.226, -2.836, -3.718], [2.365, -2.357, -2.020], [2.881, -1.239, -3.387], [4.542, -2.373, -2.263], [0.955, 0.834, 4.226], [0.955, -0.498, 4.623], [0.030, 1.394, 4.364], [1.652, 1.407, 4.838], [1.233, 0.835, 3.173], [0.917, -0.534, 5.582], [-0.801, -2.991, 3.021], [-1.115, -1.579, 2.922], [-1.604, -3.561, 2.552], [0.114, -3.285, 2.506], [-0.615, -3.303, 4.049], [-0.316, -1.220, 3.316], [-4.454, 0.387, -1.487], [-5.240, 1.499, -1.218], [-4.302, 0.345, -2.566], [-3.471, 0.402, -1.016], [-4.882, -0.569, -1.186], [-6.091, 1.331, -1.629], [-1.184, -0.567, -3.658], [-0.026, 0.292, -3.432], [-0.904, -1.619, -3.696], [-1.918, -0.435, -2.862], [-1.679, -0.313, -4.595], [0.398, 0.044, -2.607], [3.492, 2.285, 0.823], [2.466, 2.010, -0.117], [4.300, 2.927, 0.472], [3.028, 2.681, 1.726], [3.997, 1.397, 1.205], [2.998, 1.884, -0.906], [-0.104, -0.128, -0.302], [1.171, -0.347, -0.892], [-0.053, -0.217, 0.783], [-0.490, 0.844, -0.612], [-0.863, -0.833, -0.642], [1.797, 0.356, -0.701], [-2.450, 3.245, -1.221], [-3.693, 3.687, -1.925], [-1.603, 3.905, -1.406], [-2.539, 3.260, -0.134], [-2.151, 2.239, -1.518], [-4.359, 3.034, -1.698], [3.181, 1.841, -3.220], [4.166, 1.375, -2.359], [3.606, 2.730, -3.685], [3.000, 1.141, -4.036], [2.182, 2.084, -2.858], [4.974, 1.487, -2.866], [-2.852, -4.172, -1.029], [-2.846, -2.744, -1.202], [-3.849, -4.504, -0.739], [-2.723, -4.586, -2.029], [-2.155, -4.560, -0.287], [-2.897, -2.307, -0.349], [0.595, -3.781, -0.298], [0.980, -5.152, -0.361], [1.398, -3.150, 0.082], [0.288, -3.306, -1.229], [-0.208, -3.613, 0.420], [0.434, -5.512, -1.064], [-2.718, 1.737, 2.499], [-1.811, 2.604, 3.146], [-3.634, 2.278, 2.261], [-2.286, 1.232, 1.634], [-3.025, 1.011, 3.252], [-1.639, 3.269, 2.476], [0.235, 4.094, 1.153], [-1.048, 4.558, 1.482], [0.459, 4.634, 0.233], [0.954, 4.275, 1.952], [0.191, 3.024, 0.950], [-1.143, 5.513, 1.471], [2.936, -1.311, 1.970], [2.622, -2.023, 3.133], [2.026, -0.916, 1.519], [3.562, -0.473, 2.277], [3.503, -1.886, 1.237], [2.020, -1.499, 3.667]], "forces_ev_per_angstrom": [[-0.4, -0.5, -0.3], [0.7, 0.0, 0.0], [-0.1, 0.0, 0.0], [-0.3, 0.5, -0.1], [-0.2, 0.2, 0.3], [0.4, -0.2, 0.0], [0.3, 1.8, -0.1], [-0.5, -1.0, 0.6], [-0.5, -0.5, -0.3], [0.6, 0.0, -0.3], [0.0, 0.3, 0.1], [-0.1, -0.2, 0.1], [-0.1, 0.1, -0.3], [0.6, -1.4, -0.1], [-0.2, 0.1, 0.3], [0.1, 0.4, -0.3], [-0.5, 0.0, 0.2], [-0.1, 0.7, 0.3], [0.8, -1.4, -1.0], [-0.6, 0.6, 0.8], [0.3, -0.3, -0.1], [-0.1, 0.6, 0.2], [-0.4, 0.0, 0.1], [-0.1, 0.2, 0.1], [0.8, 0.5, 0.5], [-1.2, -0.3, -1.0], [0.1, -0.1, 0.0], [0.0, 0.0, 0.1], [0.4, 0.3, 0.0], [0.2, -0.4, 0.3], [0.1, -0.3, 1.5], [0.8, 0.2, 0.0], [-0.4, 0.4, -0.3], [0.0, 0.5, -0.2], [-0.1, -0.5, -0.4], [-0.1, -0.1, -0.7], [0.2, 0.6, 0.3], [-0.6, -1.2, -0.8], [-0.1, 0.2, 0.1], [0.0, 0.3, 0.3], [0.5, -0.5, -0.3], [-0.3, 0.5, 0.6], [-1.2, 0.3, -0.4], [2.5, 0.0, 0.9], [-0.4, 0.2, -0.6], [-0.5, 0.0, 0.0], [-0.1, 0.0, -0.3], [-0.2, -0.3, 0.2], [-0.4, 0.8, -2.6], [0.2, -0.6, 1.3], [-0.5, 0.4, -0.2], [-0.1, -0.2, 0.0], [0.3, -0.1, 0.9], [0.3, -0.2, 0.4], [-1.0, 0.5, -0.3], [0.3, -0.4, 0.0], [-0.2, 0.0, 0.2], [0.5, -0.1, 0.2], [0.3, 0.2, -0.2], [0.0, -0.1, 0.2], [0.1, 0.8, 0.7], [-0.3, 0.7, -0.4], [0.4, -0.4, 0.0], [0.0, -0.4, -0.3], [-0.3, -0.2, 0.0], [0.1, -0.4, 0.0], [-0.6, -0.2, 1.1], [0.1, -0.4, -0.1], [-0.1, 0.0, -0.5], [-0.1, -0.1, -0.1], [0.1, -0.4, -0.2], [0.3, 0.8, 0.2], [0.1, 0.7, -0.8], [-1.2, -0.3, 0.7], [1.0, -0.4, -0.1], [0.2, 0.1, -0.1], [-0.1, 0.1, 0.0], [0.3, -0.1, 0.0], [0.0, 0.9, 0.4], [0.3, -1.4, -0.1], [0.0, 0.0, -0.4], [0.2, 0.4, -0.4], [-0.2, -0.4, 0.2], [0.0, 0.2, 0.2]], "homo_energy_ev": -9.74, "charge": 0, "lumo_ev": 0.359, "gap_ev": 10.099, "e_above_lowest_kj_mol": 210.7}

# 3
{"formula": "C6H7N", "method": "wB97M-V/def2-TZVPD", "elements": ["C", "C", "C", "C", "C", "C", "N", "H", "H", "H", "H", "H", "H", "H"], "coordinates": [[-1.373, 0.704, -0.362], [-1.044, -0.537, -0.797], [0.146, -1.173, -0.070], [1.408, -0.313, -0.448], [1.262, 0.974, -0.236], [-0.159, 0.943, 0.579], [-0.257, -0.559, 1.172], [-2.043, 1.744, -0.486], [-1.755, -0.921, -1.547], [0.010, -2.223, 0.263], [2.111, -0.886, -1.230], [1.950, 1.776, -0.652], [-0.364, 1.686, 1.322], [0.448, -0.860, 2.133]], "forces_ev_per_angstrom": [[2.3, 2.2, 0.3], [-3.7, 1.1, -2.5], [-0.9, 1.3, 1.4], [1.6, -4.0, -3.9], [-1.1, -0.2, 1.1], [0.0, -1.2, 1.1], [2.5, 2.5, 4.9], [1.4, -3.8, -0.4], [0.9, -0.8, 0.3], [1.1, 0.0, -1.8], [-1.0, 1.8, 2.0], [-1.4, -0.9, 1.0], [0.4, 0.4, 0.5], [-1.9, 1.6, -3.9]], "homo_energy_ev": -8.32, "smiles": "C1=C[C@H]2C=C[C@@H]1N2", "charge": 0, "lumo_ev": 1.051, "gap_ev": 9.375, "e_above_lowest_kj_mol": 567.0}

# 4
{"formula": "C6H11N2O4S3SbY", "method": "wB97M-V/def2-TZVPD", "elements": ["Y", "O", "C", "O", "C", "O", "O", "S", "Sb", "S", "S", "N", "C", "C", "N", "C", "C", "H", "H", "H", "H", "H", "H", "H", "H", "H", "H", "H"], "coordinates": [[0.434, -0.491, -0.300], [-2.194, -1.075, 2.957], [-1.594, -0.997, 1.914], [-0.320, -0.805, 1.736], [-2.362, -0.979, 0.549], [-3.526, -0.550, 0.506], [-1.663, -1.291, -0.470], [2.551, -1.916, -0.983], [3.091, 0.118, -2.074], [0.846, 0.741, -2.773], [2.208, 1.654, -0.403], [-3.872, 2.049, 0.454], [-2.892, 2.762, 1.323], [-1.522, 2.127, 1.139], [-1.146, 1.797, -0.249], [-2.198, 1.616, -1.271], [-3.516, 2.311, -0.972], [-4.819, 2.360, 0.654], [-3.819, 0.989, 0.619], [-3.207, 2.662, 2.360], [-2.919, 3.814, 1.035], [-1.491, 1.239, 1.763], [-0.767, 2.799, 1.544], [-0.446, 2.446, -0.587], [-2.407, 0.556, -1.400], [-1.809, 1.983, -2.219], [-4.299, 1.901, -1.606], [-3.473, 3.393, -1.099]], "forces_ev_per_angstrom": [[0.1, 0.1, 0.0], [0.0, 0.0, 0.0], [0.0, 0.0, 0.0], [0.0, 0.0, 0.0], [0.0, 0.0, 0.0], [0.0, 0.0, 0.0], [0.0, 0.0, 0.0], [-0.1, 0.0, 0.0], [0.0, 0.0, 0.0], [0.0, 0.0, 0.0], [0.0, 0.0, 0.0], [0.0, 0.0, 0.0], [0.0, 0.0, 0.0], [0.0, 0.0, 0.0], [0.0, 0.0, 0.0], [0.0, 0.0, 0.0], [0.0, 0.0, 0.0], [0.0, 0.0, 0.0], [0.0, 0.0, 0.0], [0.0, 0.0, 0.0], [0.0, 0.0, 0.0], [0.0, 0.0, 0.0], [0.0, 0.0, 0.0], [0.0, 0.0, 0.0], [0.0, 0.0, 0.0], [0.0, 0.0, 0.0], [0.0, 0.0, 0.0], [0.0, 0.0, 0.0]], "homo_energy_ev": [-8.23, -8.44], "s2": 0.758, "charge": 0, "lumo_ev": [-0.410, -1.664], "multiplicity": 2, "gap_ev": [7.817, 6.780], "e_above_lowest_kj_mol": 0.0}